No. 1
C14H13ClIN2O3RuS3Sb as an isolated structure. Source: the Open Molecules 2025 dataset; level of theory: ωB97M-V with the def2-TZVPD basis set.

HOMO (alpha / beta) in eV: -10.79 / -10.86
Total charge: +1
Orbital gap (alpha / beta) in eV: 7.257 / 5.629
Spin multiplicity: 6

```
39
Properties=species:S:1:pos:R:3:forces:R:3:nbo_charge:R:1
Ru -1.5541 -1.0413 1.4959 -0.11 0.04 0.11 1.06
S -0.3933 -3.8897 4.0564 0.07 -0.04 0.00 -0.23
Sb -2.5330 -2.8680 3.9430 -0.06 0.02 -0.15 0.97
S -1.7934 -0.5415 3.6739 0.00 -0.07 -0.14 -0.36
S -2.7723 -2.9702 1.5256 0.03 0.06 0.08 -0.36
Cl -2.5745 3.9592 -3.2647 0.02 -0.04 0.05 0.04
C -2.1254 2.5151 -2.4237 0.00 -0.02 -0.09 -0.02
C -1.4240 1.5413 -3.0766 -0.03 0.05 0.02 -0.23
C -1.0650 0.3467 -2.4195 0.05 -0.17 -0.03 -0.22
I 0.0092 -1.1224 -3.4279 -0.02 0.07 0.00 0.19
C -1.4248 0.1166 -1.1132 0.03 -0.20 0.15 0.34
O -1.1600 -1.0093 -0.4496 -0.14 0.39 0.00 -0.68
C -2.1144 1.1543 -0.4338 0.01 -0.06 0.18 0.11
N -2.3771 0.9197 0.8871 0.24 -0.24 -0.10 -0.47
C -3.0292 1.8174 1.5918 -0.02 0.12 -0.02 0.11
C -3.4730 3.0241 1.0271 0.03 -0.09 0.03 -0.25
C -3.1998 3.2899 -0.2858 -0.02 0.05 -0.04 -0.09
C -2.4904 2.3489 -1.0637 -0.05 0.09 0.02 -0.10
H -1.1552 1.6883 -4.1134 0.03 -0.02 0.01 0.25
H -3.2002 1.5865 2.6350 -0.02 0.00 0.00 0.23
H -4.0143 3.7295 1.6404 0.00 -0.01 0.01 0.24
H -3.5229 4.2185 -0.7368 0.02 -0.01 -0.02 0.25
O 0.4446 -2.0076 1.6320 -0.09 -0.15 0.08 -0.68
C 1.2144 -1.0433 1.4006 0.06 -0.28 0.07 0.77
O 0.8993 0.1523 1.4322 -0.08 0.52 -0.14 -0.71
C 2.6302 -1.4086 0.9677 0.07 0.02 -0.11 -0.16
N 3.2625 -0.1123 0.5029 -0.07 -0.08 0.00 -0.52
C 3.4028 -0.2013 -0.9949 -0.02 0.04 0.03 -0.22
C 3.6298 -1.6822 -1.2299 0.03 -0.02 0.03 -0.42
C 2.6461 -2.3373 -0.2584 0.01 0.02 -0.04 -0.42
H 3.1986 -1.8000 1.8086 -0.01 0.01 0.02 0.25
H 4.1580 0.0573 0.9520 0.01 -0.01 0.00 0.43
H 2.5740 0.6080 0.7967 0.03 0.04 0.01 0.48
H 4.1988 0.4601 -1.3261 0.00 0.00 0.00 0.23
H 2.4526 0.1263 -1.4173 0.00 -0.01 -0.01 0.23
H 4.6611 -1.9512 -0.9904 0.00 0.00 -0.02 0.22
H 3.4404 -1.9521 -2.2667 0.00 -0.01 0.01 0.25
H 2.9271 -3.3497 0.0182 -0.01 0.00 0.00 0.25
H 1.6471 -2.3721 -0.6948 -0.01 -0.02 0.00 0.25
```
Positions in Å, forces in eV/Å.



No. 2
C33H32AlCl4N2O8P3 as an isolated structure. Source: the Open Molecules 2025 dataset; level of theory: ωB97M-V with the def2-TZVPD basis set.

HOMO in eV: -8.11
Orbital gap in eV: 7.715
Spin multiplicity: 1

```
83
Properties=species:S:1:pos:R:3:forces:R:3:lowdin_charge:R:1
Al 0.8965 0.8953 0.3066 0.01 -0.05 0.00 0.03
C 1.1848 5.0713 -2.2608 -0.01 -0.02 0.03 -0.05
C 0.5297 4.1812 -1.2089 0.00 -0.01 -0.02 -0.37
C -0.4535 4.9607 -0.3408 0.00 0.00 -0.01 -0.05
C -0.1088 2.9669 -1.8960 0.04 0.01 -0.01 -0.23
C -1.4084 3.2663 -2.6419 -0.02 -0.03 0.00 -0.05
O -2.4429 2.8040 -1.7336 -0.01 -0.02 -0.01 0.04
C -1.8281 2.0025 -0.8588 -0.07 0.02 -0.07 -0.32
N -0.5524 1.9689 -0.8906 0.08 -0.01 0.05 0.13
C -2.7203 1.2437 0.0334 -0.06 -0.03 0.07 -0.14
C -3.8897 1.8562 0.4701 0.04 0.02 -0.03 0.00
C -4.7537 1.1796 1.3155 -0.03 0.04 0.00 -0.05
C -4.4621 -0.1175 1.7011 -0.02 -0.05 0.03 -0.06
C -3.3076 -0.7410 1.2488 0.04 0.01 -0.02 -0.06
C -2.4205 -0.0700 0.4143 -0.07 -0.03 -0.01 -0.27
P -0.8390 -0.8244 -0.0832 0.07 0.01 0.16 1.17
C -0.9329 -1.0868 -1.8700 0.10 -0.09 -0.08 -0.34
C -2.0893 -0.9005 -2.6220 0.06 0.00 0.06 -0.08
C -2.0442 -1.0448 -4.0008 0.00 -0.01 -0.07 -0.07
C -0.8501 -1.3713 -4.6299 -0.06 0.01 -0.02 -0.07
C 0.3028 -1.5661 -3.8832 0.00 0.00 0.05 -0.06
C 0.2652 -1.4295 -2.5043 -0.07 0.05 -0.11 -0.07
C -0.8199 -2.4478 0.6930 0.00 -0.01 0.04 -0.35
C -1.4833 -3.5330 0.1227 -0.01 0.03 -0.04 -0.09
C -1.5320 -4.7412 0.7959 0.00 0.00 -0.01 -0.09
C -0.9230 -4.8671 2.0375 0.01 -0.01 0.01 -0.08
C -0.2536 -3.7923 2.6026 0.00 0.01 0.00 -0.06
C -0.1919 -2.5814 1.9290 -0.02 0.02 0.00 -0.07
H 1.6862 5.9162 -1.7886 0.00 0.01 -0.01 0.08
H 0.4448 5.4754 -2.9575 0.00 0.01 0.00 0.08
H 1.9262 4.5145 -2.8358 0.01 0.00 0.00 0.09
H 1.3166 3.7833 -0.5648 0.01 0.00 -0.01 0.13
H -1.2494 5.4180 -0.9341 0.00 0.01 0.00 0.08
H 0.0666 5.7666 0.1776 0.00 0.00 0.01 0.09
H -0.9147 4.3278 0.4201 0.00 0.00 0.00 0.07
H 0.6251 2.4985 -2.5489 0.00 0.02 0.01 0.14
H -1.5067 2.6884 -3.5608 -0.01 0.02 -0.01 0.14
H -1.5850 4.3195 -2.8415 0.02 0.01 -0.01 0.12
H -4.1117 2.8647 0.1483 0.00 0.00 0.00 0.12
H -5.6549 1.6646 1.6657 0.00 0.00 0.00 0.11
H -5.1361 -0.6528 2.3571 0.00 -0.01 0.00 0.11
H -3.0860 -1.7531 1.5604 0.00 0.00 0.00 0.11
H -3.0216 -0.6391 -2.1352 0.00 0.00 0.00 0.11
H -2.9437 -0.8996 -4.5854 0.00 0.00 0.00 0.11
H -0.8172 -1.4712 -5.7069 -0.01 0.00 -0.01 0.11
H 1.2387 -1.8031 -4.3712 0.00 -0.01 0.01 0.11
H 1.1799 -1.5833 -1.9397 -0.05 0.06 0.10 0.09
H -1.9549 -3.4313 -0.8481 0.00 -0.01 0.00 0.11
H -2.0369 -5.5876 0.3492 0.00 0.00 0.00 0.11
H -0.9601 -5.8144 2.5601 0.00 0.00 0.01 0.11
H 0.2253 -3.8907 3.5682 0.00 -0.01 0.00 0.10
H 0.3471 -1.7461 2.3583 0.00 -0.01 -0.01 0.08
O 3.8654 -2.1308 0.7891 0.02 -0.03 0.00 -0.11
P 3.4793 -0.6074 0.5659 -0.08 0.07 -0.08 0.26
O 4.3747 0.3514 1.2474 -0.01 -0.01 -0.01 -0.25
O 1.9782 -0.5327 0.8316 0.05 0.04 -0.02 -0.23
O 3.6213 -0.4398 -1.0415 0.03 0.03 0.10 -0.30
P 3.3123 1.0212 -1.6862 0.02 0.03 -0.06 0.26
O 4.5031 1.9157 -1.1490 -0.03 -0.03 0.02 -0.10
O 3.2228 0.9672 -3.1429 0.01 -0.01 0.03 -0.25
O 2.0361 1.4651 -0.9336 0.07 0.02 -0.02 -0.20
H 4.7940 -2.2183 1.0372 0.00 0.00 0.00 0.08
H 4.6944 1.6927 -0.2140 0.00 0.00 -0.01 0.06
Cl 3.9092 -2.9937 -2.5998 -0.01 -0.11 0.01 0.68
C 3.8600 -4.5773 -1.8278 -0.02 -0.01 -0.07 -1.60
Cl 3.7861 -5.8587 -3.0566 -0.01 0.01 0.02 0.61
Cl 5.2948 -4.8178 -0.8149 0.01 0.01 0.01 0.63
C 2.6633 -4.6784 -0.9884 -0.04 0.00 0.01 -0.38
N 1.7171 -4.7899 -0.3498 0.05 0.05 -0.03 0.24
Cl -0.6669 -2.1138 6.2939 0.00 0.00 0.00 0.64
C -0.2751 -0.9198 5.0853 0.01 0.00 -0.03 -0.69
C 1.0520 -0.6621 4.7775 -0.03 -0.03 0.03 -0.11
C 1.3559 0.2696 3.7985 0.01 0.01 0.00 -0.05
C 0.3534 0.9613 3.1133 0.01 0.05 -0.01 -0.30
C 0.6820 1.8982 1.9959 -0.07 -0.03 0.00 -0.12
C -0.9707 0.6903 3.4612 -0.01 -0.01 0.04 -0.05
C -1.2921 -0.2440 4.4361 0.00 0.01 0.00 -0.11
H 1.8376 -1.1942 5.2971 0.01 0.01 0.00 0.11
H 2.3931 0.4566 3.5455 0.01 0.00 0.00 0.12
H 1.6448 2.3884 2.1729 0.00 0.00 0.03 0.09
H -0.0789 2.6778 1.9137 0.01 0.01 0.00 0.06
H -1.7725 1.2229 2.9601 0.00 0.00 -0.01 0.11
H -2.3242 -0.4464 4.6904 0.00 0.00 0.00 0.10
```
Positions in Å, forces in eV/Å.



No. 3
CH5ClNP as an isolated structure at a distorted geometry. Source: the Open Molecules 2025 dataset; level of theory: ωB97M-V with the def2-TZVPD basis set.

HOMO (alpha / beta) in eV: -6.59 / -9.91
Orbital gap (alpha / beta) in eV: 7.571 / 7.690
Spin multiplicity: 3

```
9
Properties=species:S:1:pos:R:3:forces:R:3:nbo_charge:R:1
C 0.1334 -1.2705 -0.1106 2.50 1.15 3.69 -1.01
N 0.2364 1.5900 -0.6464 2.24 -1.29 0.85 -0.66
P -1.1080 -0.0888 0.3933 -0.90 -0.78 1.08 0.65
Cl -0.4635 -0.1027 2.3463 -0.39 0.27 0.35 -0.32
H 0.1079 -1.4483 -1.1097 -0.09 -0.80 -3.00 0.22
H 0.0900 -2.1841 0.5354 0.20 0.71 -0.80 0.24
H 1.1273 -0.6283 0.1216 -1.96 -1.87 -0.56 0.26
H 0.0757 2.3479 -0.0511 -0.28 1.77 1.20 0.31
H -0.1993 1.7847 -1.4789 -1.32 0.82 -2.81 0.31
```
Positions in Å, forces in eV/Å.



No. 4
An isolated ion of composition C2H3N2S2 and charge +1 at a distorted geometry. Source: the Open Molecules 2025 dataset; level of theory: ωB97M-V with the def2-TZVPD basis set.

HOMO in eV: -13.40
Total charge: +1
Orbital gap in eV: 6.686
Spin multiplicity: 1

```
9
Properties=species:S:1:pos:R:3:forces:R:3:nbo_charge:R:1
C 0.7671 0.1232 -0.2022 2.75 1.04 0.87 0.16
C -1.4012 0.7274 0.7197 -2.99 -1.04 -2.94 0.25
N -0.1751 0.4485 0.9225 -1.38 0.12 1.83 -0.63
N 0.5574 -1.0184 -0.8609 -0.50 1.09 -1.35 -0.78
S -2.8244 0.7654 0.0245 3.12 0.37 1.99 0.49
S 2.0680 1.1104 -0.2492 -1.03 -0.35 -0.43 0.14
H 0.1150 0.5757 1.9179 0.56 -0.10 -1.18 0.49
H 0.0876 -1.7732 -0.3866 -0.23 -0.25 -0.64 0.43
H 0.8055 -0.9590 -1.8858 -0.30 -0.88 1.85 0.46
```
Positions in Å, forces in eV/Å.



No. 5
C5H39IN3O15 as an isolated structure at a distorted geometry. Source: the Open Molecules 2025 dataset; level of theory: ωB97M-V with the def2-TZVPD basis set.

HOMO in eV: -12.36
Total charge: +1
Orbital gap in eV: 7.290
Spin multiplicity: 1

```
63
Properties=species:S:1:pos:R:3:forces:R:3:nbo_charge:R:1
C 2.3222 1.5489 2.7006 -0.19 0.10 -0.06 -0.40
C 2.6445 1.0048 1.5175 0.24 0.11 0.24 -0.05
N 2.2148 -0.3246 1.1227 -1.62 -0.01 -0.56 -0.68
C 3.1189 -1.3102 1.3560 -0.02 0.03 0.08 0.72
N 4.1676 -1.4717 0.4670 -0.67 -0.23 0.51 -0.74
I 3.3789 -2.1945 -1.3117 0.24 0.17 -0.23 0.40
N 2.9968 -2.1128 2.3935 0.25 -0.06 -0.01 -0.53
C 1.9298 -1.9787 3.3577 0.21 0.24 0.52 -0.10
C 2.0011 -1.1316 4.3737 -0.16 -0.42 -0.14 -0.30
H 3.0828 2.0385 3.2919 -0.07 1.60 -0.80 0.23
H 1.3234 1.6035 3.1223 -0.03 -1.49 0.61 0.25
H 3.1608 1.5695 0.7548 1.40 -0.50 0.33 0.23
H 1.2868 -0.5813 1.4646 0.05 0.12 0.21 0.44
H 4.7648 -2.2148 0.8133 0.45 0.13 -0.13 0.39
H 3.6604 -2.8689 2.4931 -0.09 -0.27 -0.11 0.42
H 1.1025 -2.6538 3.2175 -0.43 0.29 -0.50 0.24
H 1.0863 -0.8745 4.8803 -0.09 -0.39 0.50 0.24
H 2.9157 -0.7250 4.7700 0.19 0.58 -0.49 0.22
O -1.0264 2.2925 2.6099 0.34 -0.15 0.19 -0.98
H -1.8370 2.8172 2.6042 -0.01 -0.18 -0.18 0.49
H -0.7028 2.3717 1.7051 -0.10 0.21 0.01 0.48
O 0.5401 -2.5432 -4.3136 0.12 -0.40 -0.03 -0.95
H 1.0563 -1.8990 -4.8058 -0.04 0.02 -0.07 0.48
H 0.7933 -2.4385 -3.3908 -0.24 0.38 0.03 0.47
O -3.7667 2.6533 1.7319 -0.01 0.01 0.08 -0.97
H -4.0427 2.3222 2.5931 -0.10 0.06 0.02 0.48
H -4.1342 2.0045 1.1177 -0.20 0.06 -0.04 0.49
O -0.3024 -1.1057 -1.9758 0.15 -0.29 0.31 -0.99
H -1.0609 -1.6648 -1.7498 -0.21 0.11 -0.19 0.50
H -0.6867 -0.4255 -2.5404 0.03 0.10 0.09 0.49
O -4.2378 2.9621 -1.2825 0.11 -0.13 -0.08 -0.95
H -3.4752 2.3783 -1.3536 0.15 0.15 -0.08 0.47
H -4.0489 3.5172 -0.5163 -0.04 0.01 0.02 0.49
O 0.6606 3.8187 0.8252 0.17 0.19 -0.10 -1.00
H 0.8704 4.4801 0.1420 -0.02 -0.08 -0.16 0.52
H 1.0212 4.1810 1.6395 -0.11 -0.07 0.10 0.49
O 0.3726 1.7861 -1.0547 0.12 -0.14 0.27 -0.96
H 0.9492 1.0152 -1.0678 -0.13 -0.09 -0.03 0.46
H 0.5826 2.2516 -0.2252 -0.02 0.17 -0.31 0.49
O 0.6904 -5.1716 -0.7000 -0.10 -0.01 -0.11 -0.92
H 1.2458 -4.5184 -1.1322 0.08 -0.01 0.07 0.46
H 0.9029 -5.1254 0.2358 -0.02 0.01 0.04 0.47
O -5.9510 1.1419 0.1022 0.10 -0.24 -0.12 -0.98
H -6.7562 1.6682 0.1269 0.01 -0.01 0.14 0.49
H -5.6202 1.2588 -0.7988 -0.07 0.30 0.07 0.49
O 5.7553 0.7933 -2.0691 -0.01 0.00 0.04 -0.93
H 5.2249 0.4499 -1.3452 -0.01 -0.01 0.05 0.46
H 5.3780 0.4059 -2.8642 0.02 0.02 -0.05 0.47
O -2.2961 -4.0055 -4.3363 -0.38 0.36 0.14 -0.97
H -1.4373 -3.6983 -4.0359 0.38 -0.22 -0.24 0.48
H -2.2348 -4.9534 -4.4749 0.13 -0.01 0.05 0.49
O 1.5639 5.4919 -1.3334 0.03 -0.01 0.08 -0.96
H 1.1308 5.8522 -2.1127 -0.09 0.00 0.01 0.49
H 2.4892 5.3994 -1.5780 0.03 0.00 -0.01 0.48
O -3.1739 -1.7224 -2.4326 0.20 0.00 0.10 -0.99
H -3.7838 -2.4368 -2.2147 -0.01 -0.05 0.02 0.50
H -2.8035 -2.0025 -3.2791 -0.19 -0.07 -0.12 0.50
O -0.9900 -1.9355 1.0438 0.55 0.17 0.12 -0.96
H -1.5892 -1.1764 1.0442 -0.31 -0.11 0.05 0.50
H -0.4895 -1.8434 0.2268 -0.07 0.06 -0.12 0.46
O -3.8949 -0.9180 0.4317 0.17 0.45 0.17 -0.97
H -4.4824 -0.1450 0.4887 -0.07 -0.47 0.04 0.49
H -3.5612 -0.9070 -0.4701 -0.01 -0.07 -0.25 0.48
```
Positions in Å, forces in eV/Å.



No. 6
A 2-piece molecular cluster, C7H16NO2 overall at a distorted geometry. Source: the Open Molecules 2025 dataset; level of theory: ωB97M-V with the def2-TZVPD basis set.

HOMO in eV: -12.95
Total charge: +1
Orbital gap in eV: 9.906
Spin multiplicity: 1

```
26
Properties=species:S:1:pos:R:3:forces:R:3:nbo_charge:R:1
C 0.3048 2.2755 0.6394 2.18 0.61 -1.42 -0.14
C 0.0608 0.9109 0.2083 5.04 -1.34 -0.46 0.26
C -3.1481 -0.9119 0.1800 -0.67 2.65 -3.31 -0.63
C 2.9134 0.2007 0.4903 0.23 -0.78 -5.91 -0.66
C 1.4683 -0.6404 -1.5695 -5.07 0.87 -0.67 -0.69
C -2.0960 -0.0632 -0.5092 -0.47 -0.23 0.62 -0.21
C 1.6336 -0.3695 -0.1346 -2.83 2.34 3.16 0.44
N -1.1310 0.2640 0.6476 0.81 -3.59 0.15 -0.56
O -0.1162 1.9260 -0.6869 -0.76 -0.36 -1.30 -0.49
O 1.2854 -1.4398 0.6387 -1.33 -1.89 0.67 -0.74
H -0.5425 2.6979 1.0818 -0.52 1.44 1.46 0.18
H 1.3361 2.7663 0.5374 -1.71 -0.78 1.14 0.24
H -2.8813 -1.8579 0.3496 1.89 -3.72 0.78 0.22
H -3.4035 -0.4767 1.0623 -1.43 1.22 2.48 0.20
H -3.9669 -1.0652 -0.4966 -0.86 0.46 -0.11 0.25
H 3.6142 -0.6980 0.1829 -0.65 2.13 1.38 0.26
H 2.7109 0.4672 1.4582 0.13 0.14 2.60 0.22
H 3.1640 1.1275 -0.0987 0.32 -0.94 0.67 0.23
H 2.3749 -0.6104 -1.9544 4.29 -0.46 -2.34 0.23
H 0.9173 -1.5859 -1.7840 0.75 0.52 0.41 0.25
H 0.8726 0.1665 -2.1874 1.16 -1.19 1.59 0.25
H -2.3185 0.9806 -0.7605 -0.82 -0.70 -0.69 0.24
H -1.7694 -0.6882 -1.3998 0.90 1.29 1.32 0.26
H -0.8547 -0.6977 1.0832 -0.17 1.88 -0.69 0.46
H -1.5590 0.8177 1.3957 -0.59 -0.25 -0.32 0.43
H 1.5934 -1.5038 1.5728 0.18 0.68 -1.19 0.50
```
Positions in Å, forces in eV/Å.